Record 1
An isolated molecule of C19H26N2O5. Source: the OMol25 dataset; level of theory: ωB97M-V/def2-TZVPD.

The geometry in XYZ format:
```
52
C19H26N2O5 ωB97M-V/def2-TZVPD
C 1.88416 4.69679 -5.32489
C 1.49372 3.22851 -5.40917
O 0.80977 2.80289 -4.22836
C 1.55680 2.43264 -3.18635
O 2.76119 2.43116 -3.18479
C 0.68572 1.95621 -2.03974
C 0.58412 0.42148 -2.14176
C 1.72603 -0.22472 -1.36302
N 1.52194 0.01981 0.04895
C 1.57818 -0.87852 1.04685
O 1.30232 -0.57146 2.19742
C 1.96127 -2.31699 0.71897
C 0.69091 -3.08057 0.29653
N -0.40029 -2.80815 1.19888
C -1.26632 -1.80213 0.94482
O -1.32582 -1.26269 -0.15172
C -2.16919 -1.37688 2.05406
C -2.87710 -0.20135 1.81789
C -3.72406 0.34802 2.75838
C -3.87689 -0.29084 3.97454
C -3.19422 -1.46534 4.23536
C -2.33743 -2.02426 3.29180
O -1.66318 -3.19152 3.51357
C -1.82394 -3.85951 4.74323
C 0.98995 1.33370 0.38544
C 1.31336 2.35042 -0.69605
H 2.59177 4.84553 -4.51300
H 2.34801 5.00497 -6.25745
H 1.00454 5.30997 -5.14463
H 0.78876 3.05358 -6.22448
H 2.38520 2.60734 -5.54477
H -0.30678 2.39322 -2.16451
H 0.61708 0.10774 -3.18623
H -0.35659 0.07594 -1.71130
H 1.74229 -1.29307 -1.56459
H 2.68444 0.20403 -1.68286
H 2.73159 -2.38653 -0.04670
H 2.34582 -2.75212 1.64357
H 0.35936 -2.76386 -0.69533
H 0.88637 -4.15681 0.28400
H -0.29221 -3.10328 2.15678
H -2.73863 0.27047 0.85645
H -4.25600 1.26277 2.54754
H -4.53053 0.11881 4.73044
H -3.33540 -1.94291 5.19184
H -1.19880 -4.74893 4.67403
H -2.86280 -4.16311 4.90351
H -1.48485 -3.24502 5.58254
H -0.09533 1.25381 0.52443
H 1.42330 1.63269 1.34367
H 2.39625 2.41740 -0.82008
H 0.95215 3.33068 -0.38370
```

**SMILES**: CCOC(=O)C1CCN(C(=O)CCNC(=O)c2ccccc2OC)CC1
**Charge**: 0


Record 2
A structure of composition C5H8O. Source: the OMol25 dataset; level of theory: ωB97M-V/def2-TZVPD.

The geometry in XYZ format:
```
14
C5H8O ωB97M-V/def2-TZVPD
C -1.31657 -0.84102 -0.49476
C -1.45168 0.51618 0.12040
C -0.15949 1.30024 0.18170
C 1.05337 0.75100 0.10728
C 1.31406 -0.73659 0.08303
O 0.14387 -1.40256 0.57088
H -0.24835 -2.11803 0.02894
H -0.67725 -0.67001 -1.39033
H -2.16195 1.04076 -0.53876
H -1.93295 0.46805 1.10671
H -0.23552 2.38288 0.27422
H 1.94014 1.38258 0.10953
H 2.14508 -0.97592 0.75878
H 1.58724 -1.09758 -0.91761
```

**Charge**: 0


| no. | DFT total energy (Ha) |
| --- | --- |
| 1 | -1225.36970 |
| 2 | -270.37758 |